(1)
DFT (ωB97M-V/def2-TZVPD) results for a molecular structure, C12H30BF4InN2O4.

ΔE to the lowest compared entry with this formula, charge and spin ... 18.9 kcal/mol
Total charge ... +2
F_max ... 4.20 eV/A
Molar mass ... 468.004 g/mol
Frontier orbital gap ... 4.0 eV
E_tot ... -40803.611 eV

CARTESIAN COORDINATES (ANGSTROEM)
In -0.034 0.334 -0.299
F 0.134 2.345 1.752
F 1.595 4.137 1.923
F 1.771 2.531 0.338
F 2.312 2.092 2.456
O 2.668 0.454 -1.523
O -2.367 0.946 1.656
O -0.881 -0.212 -3.228
O 0.025 -1.764 2.259
N -2.818 0.453 -1.203
N 2.471 -0.905 1.039
C -3.007 0.886 -2.625
C 3.684 -0.240 0.631
C -3.697 1.247 -0.325
C -0.999 -2.722 2.582
C 3.865 -0.079 -0.917
C 2.460 -1.235 2.474
C -3.702 0.902 1.182
C 2.907 1.026 -2.754
C 1.273 -2.190 2.802
C -2.218 0.071 -3.641
C -2.214 0.774 3.041
C -0.208 -1.129 -4.166
B 1.442 2.792 1.609
H -3.141 0.572 3.577
H -3.906 -0.167 1.231
H -0.780 -2.017 -4.435
H 4.158 -1.068 -1.270
H 3.747 0.726 1.133
H -4.425 1.512 1.725
H 2.427 -1.841 0.662
H -4.750 1.190 -0.601
H -2.665 1.918 -2.710
H -1.025 -3.056 3.619
H -1.718 1.608 3.538
H -1.680 -0.147 3.277
H -2.217 0.579 -4.606
H 1.207 -2.189 3.890
H -3.055 -0.528 -1.221
H -3.444 2.297 -0.473
H 3.182 0.319 -3.537
H 0.730 -1.482 -3.739
H -2.785 -0.858 -3.692
H 2.072 1.627 -3.116
H 3.414 -1.727 2.662
H 4.523 -0.831 0.999
H -1.965 -2.287 2.327
H 3.750 1.714 -2.702
H 0.006 -0.605 -5.097
H 4.742 0.544 -1.091
H -0.915 -3.603 1.945
H -4.064 0.790 -2.874
H 1.609 -3.144 2.396
H 2.502 -0.358 3.119

Atoms 1-3, force components in eV/Å:
0.49 0.93 1.44
-1.79 -1.28 -0.23
-0.65 -0.42 -0.45

=====

(2)
DFT (ωB97M-V/def2-TZVPD) results for 7 unconnected molecules or ions with the total composition C12H30BF4N10O4.

Total charge ... -1
F_max ... 7.75 eV/A
Molar mass ... 465.242 g/mol
Frontier orbital gap ... 9.1 eV
E_tot ... -47576.526 eV

CARTESIAN COORDINATES (ANGSTROEM)
F 0.493 0.835 0.080
F 0.593 -1.576 0.530
F 0.979 -0.744 -1.468
F -1.089 -0.598 -0.636
O -6.290 3.732 2.885
O -2.540 -6.622 2.320
O 7.657 -0.114 -0.199
O -1.765 4.123 -4.427
N -5.136 4.417 4.674
N -0.473 3.546 -2.647
N -2.193 -4.828 1.044
N -0.563 -5.915 1.795
N 5.930 -1.409 -0.657
N 5.524 0.376 -8.176
N -4.358 2.821 3.466
N 5.593 0.657 -0.615
N -2.100 2.323 -3.239
N -2.040 -1.456 10.039
C 2.229 1.763 -8.328
C -2.764 -3.186 6.779
C 6.504 -0.230 -0.459
C -1.806 -5.895 1.685
C -1.671 -1.090 7.522
C 3.156 1.103 -7.317
C -1.390 3.369 -3.513
C 4.487 0.670 -7.789
C -1.890 -1.326 8.917
C 2.925 2.697 -9.426
C -1.553 -2.347 6.507
C -5.304 3.655 3.619
B 0.234 -0.486 -0.318
H -3.104 -3.487 7.770
H -3.133 -4.821 0.673
H 3.098 3.610 -8.857
H -3.642 -2.763 6.289
H 6.040 1.515 -0.325
H -2.259 -0.227 7.210
H -3.650 2.885 4.183
H -0.701 -0.607 7.401
H 1.739 0.895 -8.771
H -2.979 2.069 -3.666
H -2.580 -4.054 6.145
H 3.396 1.826 -6.537
H -1.906 1.812 -2.390
H -1.485 -4.108 1.023
H -0.142 -5.139 1.305
H -0.194 -6.311 2.648
H -4.257 2.197 2.678
H 3.858 2.249 -9.768
H -1.131 -2.151 5.522
H 0.044 4.411 -2.586
H 2.525 0.314 -6.908
H 5.016 -1.416 -1.086
H 6.493 -2.232 -0.821
H 4.619 0.393 -0.574
H -5.612 5.301 4.780
H 1.452 2.312 -7.796
H -0.740 -2.947 6.917
H 2.309 2.992 -10.276
H -4.266 4.403 5.188
H -0.183 2.810 -2.018

Atoms 1-3, force components in eV/Å:
0.24 -0.07 0.78
-0.14 0.77 0.99
0.76 0.30 -1.04

=====

> Which of these has the highest frontier orbital gap?

C12H30BF4N10O4